(1)
{"formula": "C24H35N2SSn", "method": "the ωB97M-V functional and the def2-TZVPD basis", "symbols": ["C", "C", "C", "C", "C", "Sn", "C", "C", "H", "C", "H", "H", "C", "H", "H", "H", "C", "H", "H", "H", "C", "H", "H", "H", "C", "H", "H", "H", "C", "H", "H", "H", "C", "H", "H", "H", "C", "H", "H", "H", "C", "C", "C", "C", "H", "C", "H", "C", "H", "H", "H", "S", "C", "N", "C", "C", "N", "H", "H", "H", "H", "H", "H"], "positions_angstrom": [[-2.8297, 0.6622, -1.5381], [-2.8973, -0.4349, -0.6442], [-2.2182, -1.5258, -1.2527], [-1.7656, -1.0945, -2.5313], [-2.1381, 0.2570, -2.6815], [1.0279, 1.3963, 0.2260], [4.1336, -1.5735, -1.2019], [3.8778, -0.1608, -1.0925], [4.6690, 0.4929, -0.6965], [2.6148, 0.5316, -1.4720], [1.7336, -0.0043, -1.9372], [2.8114, 1.5680, -1.8450], [4.6644, -2.1337, 0.1150], [4.4866, -1.4940, 1.0066], [4.1393, -3.0484, 0.3866], [5.7194, -2.3608, 0.0206], [2.7929, -2.3387, -1.4888], [1.8541, -1.8278, -1.1837], [2.7727, -2.5905, -2.5605], [2.7095, -3.2709, -0.9126], [-3.4124, -0.4010, 0.7483], [-2.9584, 0.4422, 1.3004], [-4.5059, -0.2769, 0.7839], [-3.1577, -1.3204, 1.2739], [-1.9210, -2.8149, -0.5983], [-1.6041, -2.6441, 0.4419], [-2.7898, -3.4915, -0.5883], [-1.0971, -3.3330, -1.1121], [-0.8981, -1.8767, -3.4530], [-0.6548, -2.8488, -3.0264], [-1.3795, -2.0463, -4.4280], [0.0446, -1.3370, -3.6420], [-1.7005, 1.1513, -3.8014], [-0.8908, 0.6745, -4.3710], [-2.5069, 1.3775, -4.5004], [-1.3223, 2.1020, -3.3949], [-3.2504, 2.0617, -1.2153], [-2.3835, 2.7415, -1.3121], [-4.0456, 2.4168, -1.8813], [-3.6230, 2.1248, -0.1832], [-0.4397, -0.9762, 2.3717], [0.8233, -1.7479, 2.4044], [-1.2895, -1.4423, 3.3297], [0.6735, -3.1540, 2.3463], [1.9104, -1.6453, 2.0890], [-1.3039, -2.8468, 3.6928], [-1.9456, -0.6797, 3.8099], [-0.4243, -3.7103, 3.0459], [1.4731, -3.8074, 1.8350], [-2.0271, -3.2407, 4.4375], [-0.5506, -4.8382, 3.0604], [0.4965, 3.5584, -1.0451], [0.6699, 4.3078, 0.5029], [-0.3589, 4.7461, 1.3032], [0.0566, 4.8639, 2.6961], [1.5690, 4.6076, 2.6436], [1.7967, 4.3420, 1.2352], [-1.3211, 4.6324, 1.0102], [-0.4615, 4.1345, 3.3292], [-0.1609, 5.8671, 3.0638], [1.8716, 3.7491, 3.2551], [2.1321, 5.4834, 2.9716], [2.7096, 4.0452, 0.8546]], "forces_ev_per_angstrom": [[0.6, 0.9, -1.3], [0.5, -0.7, 0.0], [0.6, 0.4, -1.6], [0.0, -2.6, 2.3], [-0.9, 2.6, 0.7], [0.9, -1.3, -0.3], [-4.9, 3.4, 3.1], [0.1, -2.6, -1.1], [-0.4, -0.3, 0.0], [-0.7, 1.2, 0.4], [1.6, 0.5, -0.2], [-0.4, -0.9, -0.2], [1.5, -0.1, 0.4], [0.4, 0.0, -0.7], [0.3, -0.2, -0.3], [0.4, -0.2, 0.5], [0.4, -0.4, -0.9], [0.6, 0.1, -0.4], [-0.5, 0.0, 0.3], [0.5, 0.1, -0.5], [-0.1, 0.1, 0.1], [-0.2, -0.2, -0.1], [0.3, 0.0, 0.0], [-0.1, 0.1, 0.0], [0.1, -0.7, 0.2], [-0.1, -0.2, -0.2], [0.3, 0.1, 0.1], [-0.3, 0.1, 0.2], [0.0, 0.1, -0.2], [0.0, 0.0, -0.1], [0.1, 0.1, 0.2], [-0.2, -0.2, -0.1], [0.3, -0.2, 0.1], [-0.2, 0.2, 0.1], [0.0, 0.1, 0.0], [-0.2, -0.1, -0.2], [0.0, 0.1, 0.0], [-0.4, 0.0, 0.0], [0.1, 0.1, 0.1], [0.1, 0.1, -0.3], [4.5, -1.6, 1.9], [0.2, -0.9, -3.4], [-1.7, -0.7, 1.1], [-0.2, -0.5, 0.7], [-1.6, 1.7, 0.0], [-0.6, 0.9, -0.2], [0.0, -1.0, -0.4], [0.1, -1.0, -0.7], [-1.3, 1.1, 1.3], [0.5, 0.5, -0.7], [0.2, 1.6, 0.3], [0.3, 0.7, 0.0], [-1.2, 0.2, 1.8], [1.3, -0.9, -1.6], [-0.3, 0.4, 0.4], [0.2, 0.3, 0.6], [0.6, -0.9, -1.3], [0.2, 0.0, 0.0], [0.1, 0.1, -0.2], [0.0, -0.1, 0.1], [-0.1, 0.2, -0.2], [0.0, -0.1, -0.1], [-0.9, 0.5, 0.3]], "lowdin_charge": [-0.222, -0.170, -0.207, -0.182, -0.202, 1.080, -0.238, -0.182, 0.100, -0.320, 0.016, 0.018, -0.109, 0.073, 0.055, 0.067, -0.104, 0.050, 0.079, 0.059, -0.029, 0.080, 0.103, 0.058, -0.043, 0.052, 0.094, 0.072, -0.026, 0.067, 0.099, 0.078, -0.018, 0.076, 0.091, 0.064, -0.048, 0.033, 0.088, 0.069, -0.035, -0.123, -0.149, -0.123, 0.098, -0.081, 0.118, -0.103, 0.132, 0.115, 0.131, 0.567, -0.832, 0.055, -0.115, -0.119, 0.006, 0.153, 0.131, 0.127, 0.129, 0.131, 0.165], "gap_ha": [0.178, 0.175], "charge": 1}


(2)
{"formula": "C6H21NO4", "method": "the ωB97M-V functional and the def2-TZVPD basis", "symbols": ["C", "C", "C", "C", "C", "C", "N", "H", "H", "H", "H", "H", "H", "H", "H", "H", "H", "H", "H", "H", "O", "H", "H", "O", "H", "H", "O", "H", "H", "O", "H", "H"], "positions_angstrom": [[-0.5406, 1.1575, -1.3663], [-0.5511, -0.1283, -1.0567], [-1.4277, -1.0440, -1.9079], [0.5792, -0.7862, -0.3067], [0.6388, -0.1947, 1.1190], [1.9362, -0.2481, 1.8950], [-0.5506, -0.7062, 1.8346], [0.2093, 1.7157, -0.8160], [-0.9890, 1.7168, -2.1734], [-1.4662, -2.1201, -1.7359], [-1.1559, -0.8887, -2.9444], [-2.4712, -0.7604, -1.7630], [1.5053, -0.4613, -0.7878], [0.5481, -1.8708, -0.2483], [0.4244, 0.8689, 1.0430], [2.3338, -1.2161, 2.2024], [2.7189, 0.2044, 1.2831], [1.7712, 0.2028, 2.8775], [-0.4185, -0.6053, 2.8334], [-0.7806, -1.6719, 1.6445], [1.5332, -3.3949, 1.8588], [1.3099, -3.5611, 2.7768], [2.4829, -3.4544, 1.7359], [-1.4242, 3.5004, -0.2212], [-1.6519, 2.6062, 0.0824], [-1.0857, 3.5982, -1.1033], [1.4671, 0.9216, -3.4805], [1.5066, 1.7536, -3.9733], [0.5030, 0.8732, -3.4189], [-2.6073, 1.4233, 1.1357], [-2.0061, 0.6609, 1.0588], [-2.3411, 1.9091, 1.9226]], "forces_ev_per_angstrom": [[1.6, 0.1, 1.0], [-0.4, -1.7, -2.3], [-0.9, 0.2, 0.3], [0.7, 1.5, 1.5], [-1.0, -0.6, 0.1], [0.4, -0.7, 0.3], [0.0, 0.3, 0.2], [0.0, 0.3, -0.3], [-0.9, -0.5, 0.1], [0.7, 0.0, 0.4], [-0.1, -0.1, -0.4], [-0.1, 0.3, -0.3], [0.0, -0.4, -0.2], [-0.2, 0.0, -0.2], [0.2, 0.3, -0.3], [-0.4, -0.3, -0.6], [0.0, 0.5, 0.4], [0.3, 0.7, -0.3], [-0.2, 0.0, 0.0], [0.4, -0.1, -0.1], [-0.5, -0.1, -0.5], [0.4, -0.1, 0.1], [0.1, -0.1, 0.3], [-0.2, 1.4, 1.1], [-0.1, 0.0, -0.8], [0.0, -0.6, -0.2], [-0.5, 0.7, -0.6], [0.7, -0.1, 0.0], [0.1, -0.6, 0.4], [0.0, 0.1, -0.3], [0.0, 0.0, 0.5], [0.0, -0.2, 0.1]], "lowdin_charge": [-0.034, -0.346, -0.046, -0.111, -0.438, -0.064, 0.038, 0.083, 0.089, 0.074, 0.070, 0.079, 0.123, 0.109, 0.111, 0.045, 0.084, 0.079, 0.077, 0.077, -0.054, 0.044, 0.042, -0.090, -0.029, 0.007, -0.058, 0.045, 0.002, -0.068, 0.004, 0.054], "gap_ha": 0.350}


(3)
{"formula": "C4H9NO", "method": "the ωB97M-V functional and the def2-TZVPD basis", "symbols": ["C", "C", "N", "C", "C", "O", "H", "H", "H", "H", "H", "H", "H", "H", "H"], "positions_angstrom": [[-1.5442, 0.7447, 0.3290], [-0.7921, -0.0601, -0.7090], [0.4696, 0.4714, -1.2383], [0.4878, -0.7588, -0.4480], [1.2431, -0.6577, 0.8669], [1.3643, 0.6711, 1.3049], [-1.7863, 0.1275, 1.2003], [-0.9449, 1.5869, 0.6764], [-2.4835, 1.1252, -0.0834], [-1.4285, -0.5593, -1.4404], [0.5717, 0.2905, -2.2317], [0.6409, -1.6997, -0.9772], [2.2332, -1.1244, 0.7325], [0.7183, -1.2251, 1.6458], [1.4184, 1.1989, 0.4895]], "forces_ev_per_angstrom": [[0.0, 0.0, 0.0], [-0.2, -0.1, 0.1], [0.1, 0.1, -0.3], [0.0, -0.2, 0.1], [-0.1, -0.3, 0.0], [0.1, 0.2, -0.1], [0.0, 0.1, -0.1], [-0.1, -0.1, 0.0], [0.1, 0.0, 0.0], [0.1, 0.1, 0.1], [0.0, 0.0, 0.1], [0.0, 0.2, 0.1], [-0.1, 0.1, 0.0], [0.1, 0.1, -0.1], [0.0, 0.0, 0.2]], "lowdin_charge": [-0.052, -0.314, 0.042, -0.265, -0.236, -0.077, 0.080, 0.074, 0.071, 0.132, 0.099, 0.137, 0.113, 0.120, 0.075], "gap_ha": 0.393}


Strongest force on any atom across the listed records, respectively: 6.781; 2.903; 0.316 eV/Å.
Electronic energy across the listed records, respectively: -45087.8625; -16241.2841; -7830.3794 eV.
ΔE to the lowest compared entry with this formula, charge and spin across the listed records, respectively: 75.3; 189.5; 187.2 kJ/mol.